This record from the Open Molecules 2025 dataset describes an isolated molecule of C7H14Si at a distorted geometry. The level of theory is ωB97M-V/def2-TZVPD.

Geometry (Å):
C -2.707 1.118 0.233
C -2.205 0.058 -0.407
C -1.096 -0.817 -0.065
C -1.322 -2.105 0.035
Si 0.805 0.133 -0.014
C 1.381 0.024 1.777
C 0.858 1.911 -0.801
C 2.029 -0.923 -0.934
H -3.703 1.593 -0.001
H -2.242 1.593 0.997
H -2.743 -0.339 -1.302
H -0.475 -2.723 0.308
H -2.396 -2.568 0.038
H 0.664 0.342 2.559
H 1.561 -1.000 2.035
H 2.191 0.661 1.938
H 0.633 1.773 -1.935
H 0.019 2.602 -0.314
H 1.760 2.315 -0.557
H 2.963 -0.881 -0.520
H 1.867 -2.102 -1.071
H 2.158 -0.666 -2.001

relative energy (zero: lowest compared OMol25 entry of this formula, charge and spin)	13.8	kcal per mole
orbital gap	9.8	eV
multiplicity	1
molecular weight	126.275	Da
HOMO level	-8.9	eV
SMILES string	C=CC(=C)[Si](C)(C)C

This record from the Open Molecules 2025 dataset describes a cluster of 2 separate species, C7H14Si in total at a distorted geometry. The level of theory is ωB97M-V/def2-TZVPD.

Geometry (Å):
C -3.228 -0.341 1.103
C -0.973 -2.095 -0.509
C -2.496 0.470 0.423
C -0.469 -0.899 -0.426
C 2.656 -0.912 -0.430
C 1.079 1.034 1.390
C 0.611 1.698 -1.543
Si 1.066 0.224 -0.391
H -4.351 -0.242 1.124
H -2.920 -1.257 1.483
H -0.771 -3.053 -1.064
H -1.933 -2.172 0.055
H -2.230 1.395 -0.002
H 2.799 -1.753 0.181
H 3.015 -1.186 -1.419
H 3.421 -0.217 -0.145
H 1.880 0.685 2.090
H 1.050 2.159 1.328
H 0.155 0.685 1.897
H 0.851 2.615 -1.036
H 1.194 1.482 -2.478
H -0.406 1.679 -1.632

relative energy (zero: lowest compared OMol25 entry of this formula, charge and spin)	99.6	kcal per mole
orbital gap (spin up / spin down)	8.3 / 8.2	eV
multiplicity	1
molecular weight	126.275	Da
HOMO level (spin up / spin down)	-7.6 / -7.8	eV

This record from the Open Molecules 2025 dataset describes a structure of composition C7H15AuCl2N at a distorted geometry. The level of theory is ωB97M-V/def2-TZVPD.

Geometry (Å):
Au 0.090 -3.599 -0.605
Cl -1.559 -2.372 -1.664
Cl 1.436 -5.200 0.258
C -1.221 0.486 2.384
H -1.261 -0.528 1.921
H -1.130 0.435 3.463
C 2.082 0.135 -1.548
C -1.210 1.684 1.909
H 2.745 0.409 -0.703
C -1.388 2.108 0.493
H -1.292 2.596 2.516
C -0.984 0.946 -0.379
H -2.484 2.261 0.292
H -0.737 3.002 0.356
C -0.091 1.406 -1.552
H -0.508 0.201 0.247
H -1.872 0.473 -0.762
C 0.750 0.177 -1.857
H -0.838 1.692 -2.357
H 0.591 2.253 -1.270
H 0.352 -0.658 -2.440
H 2.307 0.455 -2.533
N 1.419 -2.199 0.813
H 2.295 -2.719 0.838
H 1.523 -1.254 0.441
H 0.987 -2.192 1.738

relative energy (zero: lowest compared OMol25 entry of this formula, charge and spin)	44.4	kcal per mole
orbital gap (spin up / spin down)	6.7 / 6.3	eV
multiplicity	3
molecular weight	381.077	Da
HOMO level (spin up / spin down)	-3.6 / -3.7	eV
net charge	-1
expectation value of S²	2.00

This record from the Open Molecules 2025 dataset describes a cluster of 2 separate species, C7H15BCl2N3O3 in total at a distorted geometry. The level of theory is ωB97M-V/def2-TZVPD.

Geometry (Å):
C 2.206 -3.143 0.424
C 1.628 -2.335 -0.298
C 1.109 -1.161 -1.162
N -0.104 -0.483 -0.585
C -0.616 0.619 -1.043
N 0.049 1.230 -2.208
N -1.795 1.311 -0.517
O -1.358 2.037 0.616
C -2.880 0.382 -0.089
B -3.535 -0.502 -1.278
O -2.824 -1.310 -2.226
O -4.960 -0.525 -1.378
H 2.596 -3.987 1.064
H 1.911 -0.352 -1.241
H 0.813 -1.513 -2.200
H -0.550 -0.946 0.219
H 0.307 2.190 -1.898
H -0.698 1.410 -2.906
H -0.386 2.145 0.486
H -3.706 1.033 0.357
H -2.470 -0.254 0.778
H -2.324 -0.663 -2.777
H -5.136 -1.441 -1.707
Cl 2.663 -1.219 1.796
C 2.780 0.175 2.911
C 2.776 1.495 2.171
Cl 4.265 1.743 1.227
H 3.682 0.054 3.513
H 1.917 0.122 3.578
H 2.714 2.319 2.884
H 1.927 1.570 1.489

orbital gap	8.0	eV
multiplicity	1
molecular weight	270.933	Da
HOMO level	-13.0	eV
net charge	+1

This record from the Open Molecules 2025 dataset describes a structure of composition C7H15Br2GaS3 at a distorted geometry. The level of theory is ωB97M-V/def2-TZVPD.

Geometry (Å):
Ga -0.869 -0.809 -0.349
C -0.875 2.190 -0.914
C 0.477 1.752 -1.478
S 0.491 -0.019 -1.892
C 2.067 -0.539 -1.132
C 2.121 -0.419 0.390
S 0.674 -1.189 1.178
C 0.190 0.116 2.360
C -0.272 1.426 1.723
S -1.524 1.145 0.435
H -0.816 3.225 -0.561
H -1.624 2.177 -1.714
H 0.678 2.312 -2.397
H 1.284 2.003 -0.786
H 2.229 -1.584 -1.420
H 2.883 0.036 -1.583
H 3.015 -0.935 0.757
H 2.228 0.625 0.692
H -0.621 -0.296 2.972
H 1.027 0.304 3.040
H -0.723 2.059 2.495
H 0.580 1.986 1.331
Br -1.751 -2.335 1.182
C -2.337 -3.349 -0.349
Br -1.751 -2.335 -1.879
H -3.441 -3.439 -0.349
H -1.863 -4.351 -0.349
H -1.478 0.245 -1.403

orbital gap	6.4	eV
multiplicity	1
molecular weight	424.929	Da
HOMO level	-14.5	eV
net charge	+2

This record from the Open Molecules 2025 dataset describes the ion C7H15BrNO2 with charge +1 at a distorted geometry. The level of theory is ωB97M-V/def2-TZVPD.

Geometry (Å):
C 2.497 -0.363 0.890
C 1.872 -0.709 -0.585
O 1.917 0.449 -1.532
C 0.374 -1.376 -0.570
N -0.662 -0.615 0.227
C -1.940 -1.409 -0.118
O -2.743 -0.429 -0.898
C -2.560 0.820 -0.090
Br -3.121 2.533 -0.957
C -0.920 0.849 -0.054
C -0.136 2.005 0.808
H 3.238 -1.199 1.278
H 1.657 -0.101 1.692
H 3.127 0.637 0.771
H 2.592 -1.524 -1.078
H 2.829 0.522 -1.948
H 0.002 -1.408 -1.688
H 0.459 -2.496 -0.205
H -0.602 -0.682 1.267
H -2.667 -1.684 0.758
H -1.751 -2.444 -0.682
H -3.085 0.511 0.914
H -0.638 1.139 -1.170
H 1.016 1.996 0.496
H -0.235 1.887 1.977
H -0.519 3.090 0.498

relative energy (zero: lowest compared OMol25 entry of this formula, charge and spin)	71.7	kcal per mole
orbital gap	10.9	eV
multiplicity	1
molecular weight	225.106	Da
HOMO level	-14.0	eV
net charge	+1
SMILES string	C[C@H](O)C[N@@H+]1CO[C@H](Br)[C@H]1C

This record from the Open Molecules 2025 dataset describes a cluster of 2 separate species, C7H15Cl3N2O7P2 in total at a distorted geometry. The level of theory is ωB97M-V/def2-TZVPD.

Geometry (Å):
C 3.957 -0.588 0.484
C 3.018 0.354 1.185
O 3.278 0.826 2.266
N 1.819 0.683 0.462
C 2.073 1.977 -0.211
C 0.661 0.782 1.358
C 0.129 -0.559 1.902
P 0.590 -2.184 1.238
O -0.505 -3.133 1.485
O 1.913 -2.661 2.021
O 0.943 -2.081 -0.309
O -0.372 1.553 0.740
C -1.097 0.933 -0.238
O -0.651 0.596 -1.296
P -2.908 0.787 0.072
N -3.118 -0.838 -0.411
O -2.970 0.702 1.715
H 4.158 -1.452 1.119
H 3.558 -0.907 -0.476
H 4.913 -0.087 0.318
H 1.808 2.827 0.422
H 3.139 2.054 -0.434
H 1.535 2.021 -1.156
H 0.952 1.386 2.222
H 0.447 -0.610 2.948
H -0.959 -0.585 1.915
H 2.302 -1.956 2.555
H 1.527 -2.808 -0.570
H -4.092 -0.939 -0.683
H -2.555 -1.029 -1.238
H -3.758 0.220 1.995
Cl -3.301 -0.648 -4.488
C -3.875 1.014 -4.333
Cl -5.432 1.219 -5.138
Cl -3.968 1.470 -2.624
H -3.158 1.664 -4.816

orbital gap	9.0	eV
multiplicity	1
molecular weight	407.511	Da
HOMO level	-8.6	eV
SMILES string	CC(=O)N(C)[C@H](CP(=O)(O)O)OC(=O)P(N)O.ClC(Cl)Cl

This record from the Open Molecules 2025 dataset describes a cluster of 2 separate species, C7H15Cl4O4P in total at a distorted geometry. The level of theory is ωB97M-V/def2-TZVPD.

Geometry (Å):
C 1.200 1.634 -2.455
C 0.131 1.971 -1.503
O 0.370 1.382 -0.216
P -0.620 0.402 0.516
O -1.589 -0.168 -0.370
O 0.301 -0.628 1.304
C 1.078 -1.449 0.470
C 2.390 -1.581 1.178
O -1.189 1.250 1.727
C -0.700 1.127 3.084
C -1.736 1.797 3.907
H 2.248 1.767 -2.001
H 1.056 0.579 -2.736
H 1.107 2.281 -3.346
H 0.099 3.093 -1.430
H -0.796 1.585 -1.882
H 0.534 -2.405 0.501
H 1.157 -0.912 -0.521
H 2.820 -0.580 1.171
H 2.221 -2.054 2.171
H 2.981 -2.222 0.478
H -0.589 -0.003 3.324
H 0.346 1.555 3.163
H -1.578 1.567 4.963
H -1.799 2.867 3.749
H -2.702 1.440 3.540
Cl -0.065 -3.194 -5.015
C -1.294 -2.824 -3.750
Cl -1.706 -1.130 -3.513
Cl -2.764 -3.643 -4.298
Cl -0.913 -3.503 -2.211

orbital gap	10.9	eV
multiplicity	1
molecular weight	335.979	Da
HOMO level	-10.5	eV
SMILES string	CCOP(=O)(OCC)OCC.ClC(Cl)(Cl)Cl

This record from the Open Molecules 2025 dataset describes the ion C7H15ClN with charge +1 at a distorted geometry. The level of theory is ωB97M-V/def2-TZVPD.

Geometry (Å):
C 0.438 -2.840 1.139
N 0.095 -1.581 0.409
C -1.359 -1.487 0.248
C 0.969 -0.448 0.175
Cl 2.481 -0.638 0.638
C 0.477 0.886 -0.325
C 1.754 1.897 -0.624
C -0.254 0.616 -1.629
C -0.286 1.582 0.779
H -0.177 -2.872 2.100
H 1.523 -2.739 1.294
H 0.141 -3.643 0.615
H -1.865 -2.063 -0.616
H -1.679 -0.466 0.300
H -1.961 -1.877 1.072
H 1.344 2.862 -0.753
H 2.401 1.868 0.222
H 2.310 1.483 -1.379
H -0.863 1.462 -2.011
H -0.913 -0.182 -1.723
H 0.418 0.280 -2.359
H -0.433 2.696 0.701
H 0.138 1.390 1.683
H -1.391 1.348 0.860

relative energy (zero: lowest compared OMol25 entry of this formula, charge and spin)	69.9	kcal per mole
orbital gap	9.9	eV
multiplicity	1
molecular weight	148.657	Da
HOMO level	-14.9	eV
net charge	+1
SMILES string	C[N+](C)=C(Cl)C(C)(C)C

This record from the Open Molecules 2025 dataset describes a cluster of 2 separate species, C7H15F3NO in total at a distorted geometry. The level of theory is ωB97M-V/def2-TZVPD.

Geometry (Å):
C 0.320 -2.058 0.070
C 0.522 0.627 1.325
C 2.377 0.724 -0.272
C 0.180 1.612 -0.786
C 0.366 -0.783 -0.677
C -3.016 -0.730 -0.299
C -3.700 0.545 0.136
N 0.848 0.512 -0.111
O -3.618 -1.933 -0.259
F -3.501 1.477 -0.805
F -5.000 0.382 0.296
F -3.250 0.935 1.330
H -0.490 -2.649 -0.337
H 1.287 -2.531 0.163
H -0.163 -1.790 1.146
H 1.184 -0.120 1.800
H 0.729 1.624 1.556
H -0.594 0.327 1.411
H 2.757 -0.312 0.106
H 2.693 1.071 -1.300
H 2.721 1.573 0.326
H 0.347 1.718 -1.930
H -0.870 1.523 -0.785
H 0.311 2.609 -0.281
H 0.451 -0.927 -1.705
H -1.995 -0.956 -0.511
H -4.606 -1.875 0.112

orbital gap (spin up / spin down)	10.8 / 6.4	eV
multiplicity	1
molecular weight	186.197	Da
HOMO level (spin up / spin down)	-13.4 / -11.1	eV
net charge	+1